# 1
49
Properties=species:S:1:pos:R:3 method="wB97M-V/def2-TZVPD" total_energy_ev=-30930.523 fmax_ev_per_a=2.597 e_homo_ev=-8.906 gap_ev=9.32 multiplicity=1 e_above_lowest_kj_mol=94.7
H -5.091 0.600 -0.594
O -2.513 2.165 0.502
H -1.789 1.809 1.046
H -2.075 -0.489 0.811
H 4.987 0.717 -0.394
H 4.233 2.120 1.566
C 2.198 1.341 -0.325
N -5.912 0.118 1.706
H -3.851 -0.282 -2.032
H -0.756 -1.271 -0.036
C -2.731 -1.685 -0.870
H -2.273 -2.146 -1.761
H -5.816 -2.367 1.803
N 5.067 -1.127 0.557
H 2.754 -3.129 -0.308
N -5.349 -2.081 0.955
H 1.949 1.014 1.804
H -4.745 -1.794 -1.632
N 1.890 2.778 -0.229
H 5.088 -1.539 1.453
H 2.328 3.292 0.618
C -4.058 -1.009 -1.241
H 4.726 -1.334 -2.107
C 2.676 0.698 1.041
N -0.160 1.126 -0.534
H 2.117 3.360 -1.032
C 5.157 0.362 0.655
H 4.162 0.723 2.595
C 4.096 -1.770 -0.223
H -5.971 -0.282 2.650
C -5.291 -0.803 0.845
N 3.919 -1.213 -1.504
N -4.638 -0.226 -0.211
N 3.381 -2.675 0.337
H 3.018 1.059 -1.009
H -1.354 0.424 -2.066
C -1.442 0.533 -0.987
H 3.056 -1.554 -1.918
O -3.256 1.953 -1.588
O 1.110 -0.587 -1.287
C -1.713 -0.740 -0.212
H 6.206 0.523 0.949
C 4.086 1.033 1.505
H -2.956 -2.519 -0.125
H -0.038 2.100 -0.311
C 1.019 0.542 -0.808
C -2.495 1.582 -0.719
H -5.451 1.034 1.723
H 2.503 -0.383 0.944

# 2
46
Properties=species:S:1:pos:R:3 method="wB97M-V/def2-TZVPD" total_energy_ev=-64236.995 s_squared=0.7537 fmax_ev_per_a=3.978 e_homo_ev="-6.843 / -7.381" gap_ev="6.91 / 7.45" multiplicity=2
H -1.665 1.155 -2.235
H -2.973 -0.720 -2.425
H -0.535 -1.603 0.001
H 1.895 -0.871 3.891
H -0.536 0.784 -4.720
H 2.033 -1.813 -3.306
H -2.978 2.147 1.205
H -0.271 -0.138 -3.628
H 3.532 2.521 0.003
Ti -0.775 -0.644 1.232
P 1.764 -1.198 1.504
C 1.771 1.318 0.296
H 2.322 -3.355 0.594
O -1.651 -2.371 1.749
H -4.219 2.000 -0.097
H -1.559 -1.438 3.519
H 0.970 -1.782 -2.223
O -0.792 -0.154 -4.473
H 2.325 4.101 -1.557
O -1.837 -3.491 3.744
C -1.597 1.625 -1.237
H -4.201 0.836 1.299
C 2.472 2.395 -0.254
C 2.560 0.428 1.245
H 1.568 -2.579 3.460
C -1.698 -2.477 3.073
C 1.816 3.254 -1.131
H 2.537 -2.025 -0.629
C -3.605 1.460 0.631
H -2.181 2.616 -1.248
H 3.246 -1.914 3.282
C -0.139 1.897 -0.840
H 3.760 -2.272 0.681
H -4.393 0.186 -1.782
H -3.926 -1.396 -1.053
H 3.578 0.216 0.850
H -0.862 0.351 2.410
N 0.474 1.079 0.035
C 0.485 3.003 -1.395
C 2.693 -2.332 0.424
H -0.073 3.589 -2.128
P -2.524 0.381 -0.307
C -3.561 -0.479 -1.531
O 1.890 -1.478 -2.397
C 2.170 -1.690 3.210
H 2.688 0.880 2.257

# 3
54
Properties=species:S:1:pos:R:3 method="wB97M-V/def2-TZVPD" total_energy_ev=-147728.872 fmax_ev_per_a=2.193 total_charge=-1 e_homo_ev=-6.326 gap_ev=8.10 multiplicity=1
H 5.050 -3.967 2.285
F -0.431 -0.058 0.866
O -1.532 -2.752 0.791
O -1.743 -4.015 2.955
C -5.680 0.159 -1.478
H 4.433 3.470 -4.023
O -2.588 -1.664 2.948
C 3.109 -1.273 2.926
H -7.063 0.009 0.205
C 0.106 -2.095 3.050
H 1.477 4.208 -3.804
C -5.991 0.062 0.020
Br 1.653 -2.392 -0.154
S -5.255 -1.476 0.588
O -4.129 -1.186 1.437
C 3.896 5.328 -3.066
H -3.615 -1.684 -1.095
C 2.426 3.334 -2.067
O 2.783 5.572 -0.687
Nb 1.270 -0.651 1.774
H -6.527 -1.746 -2.055
C 2.317 3.544 -3.582
H -3.234 -2.252 3.368
H -5.560 0.890 0.578
H -1.761 -3.673 0.588
O 4.730 3.999 -0.960
H 2.132 2.601 -4.095
H 3.654 -3.949 1.232
H 1.463 3.431 -1.573
H 2.781 -1.973 3.713
S 3.531 4.615 -1.464
H -4.720 -3.088 -1.088
H 4.925 5.679 -3.086
H 3.541 4.573 -5.075
H 3.545 -0.425 3.469
H -0.107 -1.576 3.994
Cl 2.636 0.967 0.511
H 0.785 -2.911 3.306
H 4.234 -1.635 1.100
C 4.045 -3.547 2.171
C 4.189 -2.018 2.122
P -1.472 -2.676 2.393
O -6.313 -2.369 1.000
H -5.115 -1.291 -3.014
C 3.620 4.200 -4.053
H -4.739 0.692 -1.625
H -6.457 0.714 -2.006
H 2.867 2.369 -1.827
F 5.433 -1.738 2.766
C -5.543 -1.272 -2.012
C -4.654 -2.005 -1.011
H 1.012 0.654 2.995
H 3.376 -3.876 2.971
H 3.211 6.163 -3.221

# 4
51
Properties=species:S:1:pos:R:3 method="wB97M-V/def2-TZVPD" smiles="NCCCCN(CC(=O)O)S(=O)(=O)F.CNC(C)=O.CNC(C)=O" total_energy_ev=-44677.742 fmax_ev_per_a=7.052 e_homo_ev=-8.575 gap_ev=8.23 multiplicity=1
H 4.478 3.048 -1.909
H -0.318 -6.182 2.412
O 2.316 -0.198 0.290
H -1.068 0.770 -2.691
H 3.933 4.583 -2.626
C 1.406 3.964 -1.897
C 0.334 -1.557 -0.510
H -2.305 -0.110 0.391
H -1.462 -2.117 4.605
H -2.947 1.370 -0.635
O -2.678 -2.088 -1.174
C -0.971 -3.025 4.254
C -0.649 1.206 -0.555
H -0.271 -1.327 0.432
H 0.090 1.054 0.296
H 0.711 0.780 -2.255
N -0.240 -1.068 -1.785
H 4.406 4.519 -0.912
H 0.067 -3.007 4.591
H -0.542 -4.098 1.117
H 0.239 -5.218 3.800
O 0.348 3.579 -1.407
N -3.195 1.328 2.382
H 0.359 -2.708 -0.589
H 2.239 -2.542 -1.677
C 0.211 -5.276 2.715
H 2.470 3.057 -0.482
N -0.462 -4.138 2.123
N 2.583 3.624 -1.311
H -2.426 2.951 1.148
H 1.230 -5.312 2.326
O 2.805 -1.958 -1.120
S -1.661 -1.894 -2.251
C -1.027 -3.072 2.752
C 1.450 4.808 -3.141
C -0.321 0.416 -1.896
H -1.493 -3.885 4.678
C 1.888 -1.132 -0.395
H -2.718 0.583 2.918
C 3.925 3.972 -1.726
C -2.201 1.860 1.399
O -1.561 -2.188 2.092
H 0.434 4.993 -3.488
C -2.115 0.958 0.043
H 1.995 4.287 -3.931
H -1.145 1.850 1.860
F -2.302 -1.186 -3.646
O -1.214 -3.274 -2.691
H -3.953 0.900 1.822
H 1.922 5.769 -2.927
H -0.593 2.334 -0.820

# 5
46
Properties=species:S:1:pos:R:3 method="wB97M-V/def2-TZVPD" total_energy_ev=-60407.482 s_squared=6.0324 fmax_ev_per_a=7.395 total_charge=+2 e_homo_ev="-13.984 / -15.626" gap_ev="7.32 / 5.05" multiplicity=5 e_above_lowest_kj_mol=24.4
H -3.046 -1.190 2.118
H -3.000 -2.341 -1.708
C -4.399 0.153 -0.483
H 0.786 -1.355 4.022
H 1.490 1.316 -3.715
H 0.414 -2.871 3.241
H 3.490 -3.524 1.597
I -2.443 3.209 -0.085
H 0.716 3.286 0.514
C 0.049 -0.108 -0.056
H -4.710 0.042 -1.541
H -5.060 -0.457 0.169
H 2.425 0.751 -2.300
C 2.776 -2.989 0.948
H -1.379 -0.606 1.854
H -1.937 -2.804 -0.351
H 3.101 0.448 2.986
C 3.457 -0.412 2.424
H 1.960 -2.660 4.048
H 3.343 -2.740 0.041
C -2.432 -0.428 1.622
C -0.337 -0.882 -2.444
I -2.042 0.409 -4.090
C 1.216 -2.161 3.430
H -0.827 4.182 -1.753
C 1.370 2.614 -0.044
P -2.718 -0.471 -0.195
H -2.705 0.566 1.982
C -2.842 -2.242 -0.625
H -3.707 -2.670 -0.094
Si 2.015 -1.496 1.849
H 1.551 1.724 0.564
H 2.593 2.446 -2.865
Ir -1.108 0.552 -1.530
H 2.325 3.111 -0.248
H 2.052 -3.749 0.627
H -0.426 3.564 -3.385
P 0.549 2.178 -1.625
H 4.119 -0.979 3.076
C 1.888 1.611 -2.731
H -4.486 1.229 -0.205
O 0.256 -1.837 -2.761
C 0.796 -0.495 0.887
H 4.057 -0.023 1.605
H 0.842 4.386 -2.400
C -0.031 3.712 -2.371

# 6
55
Properties=species:S:1:pos:R:3 method="wB97M-V/def2-TZVPD" total_energy_ev=-145955.592 fmax_ev_per_a=1.187 total_charge=-1 e_homo_ev=-6.110 gap_ev=8.39 multiplicity=1 e_above_lowest_kj_mol=53.1
Si -1.486 1.450 0.633
H -3.601 1.587 -0.558
H 3.484 3.116 0.620
O -0.710 2.254 -0.605
Si -1.939 -2.275 -1.915
C 2.880 2.652 -1.344
F 4.952 1.601 2.097
C -3.318 -0.534 -0.482
C -0.395 0.206 1.479
H -2.153 -0.545 2.549
C -3.207 0.860 0.142
O 2.715 -0.810 3.934
C 4.282 1.093 3.156
H -3.119 -0.748 -3.540
H 0.965 0.251 -1.031
H 1.278 4.324 -0.531
O 1.761 4.117 0.281
H -1.081 -2.537 1.841
H 3.587 3.376 -1.734
H -2.737 -4.520 -2.338
H 0.302 -2.526 -2.945
C -0.601 -1.983 2.643
O -2.047 -1.162 -0.670
H 3.391 1.693 -1.354
O 4.406 -1.318 2.233
H -3.854 -0.504 -1.429
H -0.011 -3.834 -1.769
F 5.185 0.846 4.126
Br -0.515 0.229 4.337
S 3.360 -0.433 2.695
H 0.479 0.698 1.885
H -4.048 -3.563 -1.692
F 3.450 2.053 3.607
H 0.415 -2.257 -1.206
C -1.075 -0.536 2.648
H 2.001 2.170 -3.241
H 0.465 -1.976 2.441
H -0.063 -0.561 0.802
H -0.733 -2.463 3.603
H -3.913 -1.155 0.183
H -3.825 0.895 1.031
H -0.495 0.949 -2.774
H 1.260 3.541 -2.478
H -2.793 -4.199 -0.595
H 2.091 2.094 0.595
H -1.550 -1.295 -4.128
O 2.463 0.046 1.654
I -1.939 3.258 2.281
C -2.444 -1.588 -3.601
Si 0.315 1.427 -1.629
H -2.920 -2.385 -4.162
C -2.995 -3.794 -1.577
C 1.663 2.547 -2.281
C 2.548 2.947 0.098
C -0.127 -2.780 -1.986

# 7
54
Properties=species:S:1:pos:R:3 method="wB97M-V/def2-TZVPD" total_energy_ev=-46621.189 fmax_ev_per_a=4.227 total_charge=-1 e_homo_ev=-2.324 gap_ev=1.95 multiplicity=1 e_above_lowest_kj_mol=679.0
H 3.636 -1.893 -0.086
H 2.458 0.191 4.755
H 1.299 -1.465 3.278
H 1.079 -4.496 4.021
H 1.830 7.789 -1.591
O -0.205 1.237 0.990
C 1.876 -0.462 5.405
H 3.531 7.528 -1.515
H -5.860 -2.628 0.983
H -5.585 -2.505 -4.053
C 2.580 7.114 -1.177
H 2.310 -0.311 6.393
N -5.227 -2.205 -0.957
O 2.464 -2.729 5.811
C -5.926 -2.614 -2.024
O 3.074 -3.721 -2.015
H 3.421 3.377 -3.193
O -2.405 1.817 0.347
C 2.479 3.925 -3.167
H 2.590 7.050 -0.089
Cs -1.096 6.479 5.155
H 1.029 -1.639 -1.019
N 2.363 5.805 -1.772
H -6.780 -1.265 -3.505
H 1.951 3.738 -4.102
H -5.031 -1.045 -3.269
O -6.434 -3.698 -1.961
H 2.030 -3.960 2.585
C 2.972 5.266 -2.843
H 0.403 -3.507 2.619
C 0.278 -3.309 -2.271
H -5.054 -4.029 0.324
H 3.148 -0.530 -1.203
C 1.946 -1.976 5.015
C 2.575 -2.618 -1.737
N 1.246 -2.367 -1.684
C 1.239 -3.705 3.290
C -5.034 -2.940 0.343
H 1.891 3.395 -2.418
C -5.841 -1.774 -3.286
H 4.432 -1.472 -1.646
H 0.864 -0.062 5.342
N 1.519 -2.315 3.776
H -4.859 -1.269 -1.055
S -1.333 2.118 1.335
C 3.485 -1.563 -1.114
H 0.637 -3.902 -3.112
O -0.865 3.479 1.275
O 3.774 5.923 -3.478
O -1.765 1.783 2.654
H -0.124 -3.974 -1.507
H -4.198 -2.519 0.902
H 1.811 5.180 -1.202
H -0.602 -2.726 -2.544

# 8
59
Properties=species:S:1:pos:R:3 method="wB97M-V/def2-TZVPD" total_energy_ev=-81395.296 fmax_ev_per_a=6.023 total_charge=-1 e_homo_ev=-4.720 gap_ev=6.82 multiplicity=1
C -3.324 -2.709 -1.945
H -4.837 0.558 2.114
H 4.500 3.037 -0.037
H -1.961 3.212 -0.309
H 1.436 3.703 1.038
O -6.900 -1.285 2.100
C 2.221 3.455 0.205
S 7.680 0.944 0.340
H 0.673 1.488 2.060
In 0.160 1.388 0.308
H -2.538 3.316 1.806
C -5.856 -1.116 3.056
O 6.789 1.739 1.153
H 0.596 -2.822 0.640
H 9.037 0.679 -2.234
H 6.774 -0.050 -2.799
H 1.738 -1.396 1.305
H -1.795 1.874 2.195
H -2.524 -3.372 -2.288
H -2.642 1.396 -0.487
H 4.772 0.944 1.317
C 3.659 2.906 0.770
O -5.095 -3.423 -3.308
H -4.859 -1.445 -2.829
H -3.732 -0.680 2.771
O 8.681 0.063 0.899
C 6.873 0.702 -2.012
N -2.536 2.282 1.583
C 8.232 1.397 -2.046
H 3.961 3.574 1.709
H 3.089 0.655 0.481
H -3.677 -2.074 -4.011
H -2.888 -1.842 -1.441
H -5.597 -2.104 3.451
H 6.057 1.427 -2.098
O -6.254 -3.040 0.449
C -4.236 -2.304 -3.101
C 0.462 -0.747 -0.472
H 1.469 -0.810 -1.103
O -4.712 -1.161 1.003
O -6.616 -3.691 -1.349
O -6.776 -0.676 -0.319
H 8.274 2.193 -2.794
O 6.790 0.091 -0.726
C -1.975 2.127 0.154
O 8.412 1.928 -0.735
H 3.167 1.207 2.308
H -0.155 -1.308 1.657
H 2.453 4.476 -0.363
S -5.356 -4.162 -1.877
O -5.039 -5.564 -2.023
C 0.666 -1.679 0.900
H -6.185 -0.472 3.876
C 3.666 1.338 1.250
C -4.691 -0.515 2.275
O 1.558 2.579 -0.773
F -0.700 -1.179 -1.294
S -6.238 -1.608 0.645
O -4.153 -3.442 -1.045